Here is a cluster of 16 separate species, H32O16 in total at a distorted geometry from OMol25. Energies are from ωB97M-V/def2-TZVPD.

The total energy is -33280.0177 eV. For the HOMO energy, the calculation gives -9.85 eV.

Structure (XYZ):
```
48
Properties=species:S:1:pos:R:3:nbo_charge:R:1
O 0.7339 -1.5813 3.6608 -0.9564
H 1.2824 -0.8412 3.3630 0.4909
H -0.1169 -1.4548 3.3023 0.4678
O 0.6077 -1.0246 -3.8049 -0.9673
H 0.9006 -0.3057 -3.1945 0.4895
H 1.2437 -1.6944 -3.7952 0.4638
O 2.8462 -0.7917 0.8507 -0.9367
H 2.7055 -1.6193 1.2945 0.4916
H 3.6256 -0.9794 0.2933 0.4797
O -1.2187 -1.8667 -1.6197 -0.9988
H -1.1836 -0.9953 -1.2378 0.4922
H -0.6391 -1.7862 -2.3705 0.4815
O -1.7594 1.1947 -2.5213 -0.9513
H -2.1220 1.0352 -3.3970 0.4968
H -0.8410 1.2704 -2.6915 0.4834
O 2.2335 1.7183 1.0756 -0.9830
H 2.5780 0.8456 0.9586 0.4745
H 1.5698 1.5001 1.7531 0.4909
O 0.8516 3.4685 -0.2162 -1.0074
H 1.3603 2.6707 0.0397 0.4824
H -0.0602 3.2181 -0.1420 0.4765
O -3.4986 -0.2445 -1.0006 -0.9552
H -3.4513 -0.9229 -1.6879 0.4668
H -2.8200 0.3716 -1.3500 0.4728
O -1.7114 1.0231 2.3476 -1.0057
H -2.2362 0.2111 2.1613 0.5020
H -1.9571 1.6107 1.6417 0.4980
O -0.3040 -2.2567 1.1477 -0.9709
H -0.1793 -2.5920 0.2649 0.5144
H 0.3942 -2.6808 1.6033 0.4880
O 1.9073 0.5459 -1.9175 -0.9397
H 2.6703 -0.0310 -1.9924 0.4700
H 2.2730 1.2903 -2.4924 0.4984
O 0.7649 1.2598 3.3287 -0.9998
H 0.8985 2.2296 3.4358 0.4930
H -0.0810 1.0750 2.9492 0.5129
O -0.2969 0.1783 -0.0243 -1.0000
H -0.1100 -0.6034 0.5273 0.4922
H 0.5169 0.4724 -0.4467 0.4873
O 1.9724 -2.5292 -1.4058 -0.9477
H 2.5979 -2.4691 -2.0952 0.4645
H 2.2083 -2.0448 -0.6363 0.4726
O -2.8647 -1.3894 1.8275 -0.9302
H -2.0707 -1.8847 1.5497 0.4947
H -2.8497 -1.6006 2.7751 0.4592
O -1.9332 3.0600 -0.3872 -0.9729
H -1.8188 2.3298 -1.0100 0.4950
H -2.6186 3.6103 -0.7146 0.4797
```

***

Here is a structure of composition C26H58OP4Yb at a distorted geometry from OMol25. Energies are from ωB97M-V/def2-TZVPD.

Its charge is +3. The spin multiplicity is 2. The total energy is -98610.6206 eV. For the HOMO energy (alpha / beta), the calculation gives -13.79 / -13.79 eV. Its expectation value of S² is 0.75.

Structure (XYZ):
```
90
Properties=species:S:1:pos:R:3:mulliken_spin:R:1
Yb 0.0985 0.4808 0.5305 1.0162
P 0.6174 -1.7302 -1.2848 -0.0021
P 2.9549 0.3285 0.7476 -0.0024
P -2.1039 0.8481 -1.1153 -0.0019
H 1.9066 2.4858 -0.8793 0.0004
C 0.8463 2.6012 -0.6246 -0.0029
C 0.4282 2.9533 0.6199 -0.0005
H 1.1226 3.0499 1.4622 0.0000
C 1.2674 -1.4371 -2.9778 -0.0004
C 1.7615 -3.0463 -0.7174 0.0001
C -0.8380 -2.7830 -1.6543 -0.0005
C 3.6317 1.8288 1.5619 0.0002
C 3.6649 -0.9921 1.8105 -0.0001
C 4.0103 0.2192 -0.7416 -0.0003
C -2.8402 2.5011 -0.8225 0.0004
C -3.5079 -0.2688 -0.7320 -0.0004
C -1.9802 0.8091 -2.9389 -0.0002
H 0.1924 2.6676 -1.5035 0.0005
H -0.5663 3.3732 0.7904 0.0000
H 1.3764 -2.3908 -3.5117 0.0000
H 2.2364 -0.9304 -2.9066 0.0000
H 0.5860 -0.7753 -3.5230 0.0001
H 1.7389 -3.8811 -1.4297 -0.0001
H 1.4338 -3.3971 0.2680 -0.0001
H 2.7815 -2.6610 -0.6259 0.0001
H -0.5135 -3.6735 -2.2070 0.0000
H -1.5803 -2.2248 -2.2320 0.0001
H -1.2979 -3.0837 -0.7054 0.0000
H 4.7135 1.7334 1.7100 0.0000
H 3.1314 1.9985 2.5247 0.0000
H 3.4173 2.6970 0.9290 0.0000
H 4.7523 -1.0612 1.6811 -0.0001
H 3.2122 -1.9566 1.5528 -0.0001
H 3.4188 -0.8050 2.8616 0.0001
H 5.0579 0.4067 -0.4752 0.0000
H 3.6668 0.9750 -1.4590 0.0000
H 3.8984 -0.7678 -1.2060 0.0000
H -3.7555 2.6336 -1.4098 0.0000
H -2.1077 3.2716 -1.0939 0.0000
H -3.0600 2.6314 0.2450 0.0000
H -4.3808 -0.0311 -1.3520 0.0000
H -3.7684 -0.1855 0.3313 0.0000
H -3.2035 -1.3118 -0.8922 0.0000
H -2.9042 1.1662 -3.4118 -0.0001
H -1.7459 -0.2071 -3.2811 0.0001
H -1.1454 1.4557 -3.2437 0.0000
C -0.6847 0.3932 -7.3469 0.0000
C -0.0238 0.7598 -8.5383 -0.0001
C 0.1532 2.1136 -8.8186 0.0000
C -0.3446 3.0873 -7.9393 0.0000
C -1.0311 2.7107 -6.7854 0.0000
C -1.2259 1.3656 -6.5002 0.0001
O -0.7853 -0.8979 -6.9131 0.0000
H -0.4154 -1.4992 -7.5907 0.0000
H 0.3515 -0.0127 -9.2106 0.0000
H 0.6806 2.4118 -9.7226 0.0000
H -0.1936 4.1473 -8.1676 0.0000
H -1.4247 3.4655 -6.0947 0.0000
H -1.7802 1.0357 -5.6162 0.0000
C 1.2517 -3.0957 3.6843 0.0001
C -0.1148 -2.4501 3.9968 -0.0011
C -0.4611 -2.4749 5.4884 -0.0001
P -0.2405 -0.7505 3.2176 -0.0037
C -2.0496 -0.4467 2.8762 0.0002
C -3.0494 -1.1348 3.8126 0.0003
C -2.4173 1.0283 2.6366 -0.0009
C 0.2303 0.6125 4.4193 -0.0006
C -0.7358 0.8612 5.5807 0.0001
C 1.6968 0.4927 4.8537 0.0000
H 2.0919 -2.5185 4.0940 0.0000
H 1.3914 -3.1900 2.5981 0.0000
H 1.3058 -4.1075 4.1137 0.0000
H -0.8609 -3.0645 3.4597 -0.0001
H 0.3002 -1.9639 6.0952 0.0000
H -1.4411 -2.0281 5.6944 0.0000
H -0.5130 -3.5191 5.8369 0.0000
H -2.1637 -0.9894 1.9162 0.0004
H -3.0572 -0.6936 4.8146 0.0000
H -4.0655 -1.0187 3.3994 0.0000
H -2.8584 -2.2158 3.9000 0.0000
H -1.7690 1.5601 1.9091 -0.0008
H -3.4389 1.0930 2.2390 0.0000
H -2.4041 1.6231 3.5580 0.0001
H 0.1628 1.5217 3.7910 0.0002
H -0.7377 0.0496 6.3188 0.0000
H -0.4146 1.7703 6.1122 0.0000
H -1.7675 1.0417 5.2639 0.0000
H 2.3734 0.6034 3.9951 0.0000
H 1.9470 1.2833 5.5746 0.0000
H 1.9077 -0.4740 5.3261 0.0000
```

***

Here is an isolated molecule of C19H15N3O2S at a distorted geometry from OMol25. Energies are from ωB97M-V/def2-TZVPD.

The total energy is -39347.7089 eV. For the HOMO energy, the calculation gives -7.83 eV.

Structure (XYZ):
```
40
Properties=species:S:1:pos:R:3:nbo_charge:R:1
O -3.0895 3.1471 2.5991 -0.6631
C -1.8360 2.7656 2.2372 0.3232
C -1.6058 1.9392 1.1453 -0.2998
C -0.3134 1.5713 0.8021 -0.0125
C 0.7533 2.0326 1.5611 -0.2057
C 0.5229 2.8584 2.6481 -0.1919
C -0.7623 3.2267 2.9929 -0.2779
H -0.9579 3.8718 3.8342 0.2249
H 1.3556 3.2198 3.2326 0.2155
H 1.7599 1.7523 1.2913 0.2194
C -0.0873 0.6633 -0.3855 -0.0929
N 1.1714 0.9774 -1.0368 -0.6073
C 1.3177 2.0809 -1.7942 0.2762
N 2.3456 2.3326 -2.5311 -0.5102
C 2.2301 3.5372 -3.1468 -0.0303
C 1.1006 4.2327 -2.8865 -0.4788
S 0.0848 3.3472 -1.7951 0.3207
H 0.7933 5.1908 -3.2507 0.2362
H 3.0268 3.8609 -3.7921 0.2078
H 1.8033 0.2199 -1.2435 0.4160
C -0.0891 -0.8032 -0.0122 -0.1217
C -0.2342 -1.7326 -1.0247 0.3939
C -0.2225 -3.1196 -0.7228 0.0635
N -0.3712 -3.9695 -1.7603 -0.4427
C -0.3618 -5.2506 -1.5153 0.0625
C -0.2052 -5.7934 -0.2277 -0.2641
C -0.0548 -4.9448 0.8361 -0.1220
C -0.0588 -3.5511 0.6165 -0.0725
C 0.0880 -2.5807 1.6254 -0.2243
C 0.0730 -1.2494 1.3097 -0.1657
H 0.1846 -0.5102 2.0880 0.2322
H 0.2131 -2.9022 2.6484 0.2146
H 0.0675 -5.3217 1.8417 0.2173
H -0.2055 -6.8642 -0.0959 0.2236
H -0.4831 -5.8975 -2.3746 0.1947
O -0.3896 -1.3557 -2.3100 -0.6733
H -0.4836 -2.1754 -2.8271 0.5115
H -0.9062 0.8227 -1.1076 0.2172
H -2.4402 1.5856 0.5528 0.2062
H -3.7334 2.7856 1.9782 0.4796
```

***

Question: What is the total energy in the first record?
Answer: -33280.0177 eV

***

Question: What is the total energy in the first record?
Answer: -33280.0177 eV

***

Copy entry 3 word for word.
Here is an isolated molecule of C19H15N3O2S at a distorted geometry from OMol25. Energies are from ωB97M-V/def2-TZVPD.

The total energy is -39347.7089 eV. For the HOMO energy, the calculation gives -7.83 eV.

Structure (XYZ):
```
40
Properties=species:S:1:pos:R:3:nbo_charge:R:1
O -3.0895 3.1471 2.5991 -0.6631
C -1.8360 2.7656 2.2372 0.3232
C -1.6058 1.9392 1.1453 -0.2998
C -0.3134 1.5713 0.8021 -0.0125
C 0.7533 2.0326 1.5611 -0.2057
C 0.5229 2.8584 2.6481 -0.1919
C -0.7623 3.2267 2.9929 -0.2779
H -0.9579 3.8718 3.8342 0.2249
H 1.3556 3.2198 3.2326 0.2155
H 1.7599 1.7523 1.2913 0.2194
C -0.0873 0.6633 -0.3855 -0.0929
N 1.1714 0.9774 -1.0368 -0.6073
C 1.3177 2.0809 -1.7942 0.2762
N 2.3456 2.3326 -2.5311 -0.5102
C 2.2301 3.5372 -3.1468 -0.0303
C 1.1006 4.2327 -2.8865 -0.4788
S 0.0848 3.3472 -1.7951 0.3207
H 0.7933 5.1908 -3.2507 0.2362
H 3.0268 3.8609 -3.7921 0.2078
H 1.8033 0.2199 -1.2435 0.4160
C -0.0891 -0.8032 -0.0122 -0.1217
C -0.2342 -1.7326 -1.0247 0.3939
C -0.2225 -3.1196 -0.7228 0.0635
N -0.3712 -3.9695 -1.7603 -0.4427
C -0.3618 -5.2506 -1.5153 0.0625
C -0.2052 -5.7934 -0.2277 -0.2641
C -0.0548 -4.9448 0.8361 -0.1220
C -0.0588 -3.5511 0.6165 -0.0725
C 0.0880 -2.5807 1.6254 -0.2243
C 0.0730 -1.2494 1.3097 -0.1657
H 0.1846 -0.5102 2.0880 0.2322
H 0.2131 -2.9022 2.6484 0.2146
H 0.0675 -5.3217 1.8417 0.2173
H -0.2055 -6.8642 -0.0959 0.2236
H -0.4831 -5.8975 -2.3746 0.1947
O -0.3896 -1.3557 -2.3100 -0.6733
H -0.4836 -2.1754 -2.8271 0.5115
H -0.9062 0.8227 -1.1076 0.2172
H -2.4402 1.5856 0.5528 0.2062
H -3.7334 2.7856 1.9782 0.4796
```